Run one
Computed, not measured: a cluster of 2 separate species, C3H12N2O in total, with ωB97M-V/def2-TZVPD.

HOMO energy (alpha / beta) in eV: 1.2 / -5.7
Spin multiplicity: 2
Charge: -1
LUMO level (alpha / beta) in eV: 3.898 / 3.798
HOMO-LUMO gap (alpha / beta) in eV: 2.74 / 9.52
<S²>: 0.75

```
18
Properties=species:S:1:pos:R:3:mulliken_spin:R:1
C 0.0190 -1.6654 -0.6229 0.421
C 0.2414 -0.0854 -0.5493 0.349
C -0.9549 0.4885 0.2026 1.422
N -0.9913 2.0090 0.3586 0.243
N 1.2535 -2.2431 -1.1024 -0.008
H -0.0260 -2.0868 0.3604 -0.207
H -0.9331 -1.7880 -1.2830 -0.251
H 1.1148 0.1669 -0.0720 0.295
H 0.4664 0.3405 -1.4932 0.082
H -0.9651 0.1082 1.1989 0.392
H -1.9533 0.2303 -0.2251 -0.655
H -0.8634 2.4218 -0.5990 -0.120
H -2.0086 2.2915 0.4912 -0.681
H 1.5983 -1.6841 -1.9525 -0.002
H 1.1821 -3.2141 -1.5410 0.034
H 0.6079 1.7922 1.6209 -0.130
H 0.8731 1.1711 2.9089 -0.048
O 1.3391 1.7470 2.2990 -0.138
```

Run two
Computed, not measured: a cluster of 2 separate species, C3H12N2O in total, with ωB97M-V/def2-TZVPD.

HOMO energy (alpha / beta) in eV: -0.3 / -2.6
Spin multiplicity: 2
Charge: -1
LUMO level (alpha / beta) in eV: 4.067 / 4.048
HOMO-LUMO gap (alpha / beta) in eV: 4.32 / 6.69
<S²>: 0.75

```
18
Properties=species:S:1:pos:R:3:mulliken_spin:R:1
C 0.0806 0.2589 1.5442 0.012
N -1.1252 0.3132 0.8155 0.003
C 0.9476 -0.5240 0.5952 1.490
N 2.4080 -0.7519 1.0712 2.076
H 0.0516 -0.1951 2.5680 -0.086
H 0.5680 1.2492 1.7733 0.033
H -1.7401 0.9854 1.2877 -0.010
H -1.0710 0.1264 -0.8248 -0.003
H 1.0412 0.1361 -0.3004 -0.117
H 0.5094 -1.5182 0.4145 0.145
H 2.9296 -1.2765 0.3608 -0.893
H 2.7584 0.2121 1.1106 -0.780
H 2.4590 -1.2074 1.9845 -0.843
C -2.0152 0.4295 -2.5192 0.005
O -0.8776 -0.0532 -1.8043 -0.028
H -2.1457 -0.1568 -3.4286 -0.001
H -2.8900 0.4804 -1.8740 -0.001
H -1.8887 1.4920 -2.7743 -0.001
```

The structure with the least stability is run two.

Run one
Computed, not measured: a cluster of 4 separate species, C2H13NO4 in total, with ωB97M-V/def2-TZVPD.

HOMO energy in eV: -9.8
LUMO level in eV: 0.416
HOMO-LUMO gap in eV: 10.21
SMILES: CNCO.O.O.O

```
20
Properties=species:S:1:pos:R:3:mulliken_charge:R:1
C 0.5104 0.1122 -1.8125 -0.731
N -0.8579 0.4931 -1.4941 -0.284
C -1.3980 -0.1967 -0.3416 -0.500
O -1.3603 -1.6256 -0.4105 -0.601
H 1.1805 0.3891 -1.0006 0.211
H 0.8500 0.6709 -2.6869 0.366
H 0.6846 -0.9475 -2.0351 0.275
H -1.4512 0.2501 -2.2940 0.257
H -0.8568 0.0908 0.5494 0.305
H -2.4380 0.1065 -0.2090 0.372
H -1.8668 -1.9022 -1.1759 0.313
H 2.3158 0.6944 2.4458 0.294
H 1.6576 -0.2677 1.4967 0.359
O 1.7907 0.7126 1.6221 -0.640
H 0.3003 -2.0402 0.3045 0.346
H 1.3848 -2.9319 0.9326 0.289
O 1.1351 -2.0080 0.7745 -0.657
H -0.6609 2.5660 0.3498 0.329
H 0.4432 2.1262 1.3599 0.358
O -0.2871 2.7575 1.2269 -0.659
```

Run two
Computed, not measured: a cluster of 4 separate species, C2H13NO4 in total, with ωB97M-V/def2-TZVPD.

HOMO energy in eV: -10.5
LUMO level in eV: 0.641
HOMO-LUMO gap in eV: 11.17
SMILES: NCCO.O.O.O

```
20
Properties=species:S:1:pos:R:3:mulliken_charge:R:1
C 2.1248 -0.0459 0.9815 -0.489
O 1.4787 0.9443 1.7459 -0.508
C 1.3213 -0.5364 -0.1951 -0.564
N 0.2913 -1.5812 0.1603 -0.626
H 2.3962 -0.9114 1.6082 0.254
H 3.0733 0.3881 0.6692 0.320
H 0.6496 0.6244 2.1195 0.310
H 1.9408 -0.9136 -1.0122 0.485
H 0.7785 0.3259 -0.5976 0.163
H 0.1685 -2.0700 -0.7206 0.269
H 0.8258 -2.2177 0.7514 0.211
H -2.8798 2.7192 -0.8188 0.308
H -1.7974 1.7549 -0.4199 0.345
O -2.2054 2.1509 -1.2057 -0.678
H -2.4246 -0.1454 1.4169 0.303
H -0.9183 -0.3763 0.9578 0.520
O -1.5543 0.2498 1.3386 -0.664
H -0.3416 -0.2708 -2.2930 0.319
H -1.6516 0.3390 -2.0111 0.357
O -1.2756 -0.4277 -2.4754 -0.636
```

The structure with the least stability is run two.

Run one
Computed, not measured: a cluster of 4 separate species, C2H13NO4 in total, with ωB97M-V/def2-TZVPD.

HOMO energy in eV: -8.6
LUMO level in eV: 0.605
HOMO-LUMO gap in eV: 9.24
SMILES: CNCO.O.O.O

```
20
Properties=species:S:1:pos:R:3:mulliken_charge:R:1
C 0.8108 -0.1239 -2.6890 -0.888
N 0.2701 0.1059 -1.3613 -0.262
C 0.7071 -0.5525 -0.1670 -0.287
O 2.1091 -0.4587 -0.0620 -0.606
H 0.0467 -0.0278 -3.4739 0.340
H 1.4760 0.6999 -2.9850 0.265
H 1.2174 -1.1352 -2.7388 0.297
H -0.6831 0.4207 -1.2091 0.162
H 0.4400 -1.6220 -0.1844 0.307
H 0.2343 -0.0270 0.6521 0.277
H 2.2725 0.4431 -0.3715 0.307
H -2.8294 3.3407 -1.6286 0.312
H -1.4756 3.6893 -1.1481 0.310
O -1.9879 2.9174 -1.4172 -0.613
H -3.2773 -2.6959 4.1812 0.324
H -4.6706 -2.2868 4.3845 0.319
O -3.9188 -2.0439 3.8159 -0.643
H 3.1750 -0.5926 1.4214 0.447
H 2.7472 0.3319 2.6144 0.273
O 3.3367 -0.3825 2.3663 -0.640
```

Run two
Computed, not measured: a cluster of 5 separate species, C2H13NO4 in total, with ωB97M-V/def2-TZVPD.

HOMO energy in eV: -9.9
LUMO level in eV: -5.506
HOMO-LUMO gap in eV: 4.39

```
20
Properties=species:S:1:pos:R:3:mulliken_charge:R:1
C 0.9590 1.8973 -0.5095 -1.157
O 2.1132 -0.7960 -0.6240 -0.754
C -0.3034 1.0434 -0.4435 -0.148
N -0.3086 0.0073 -1.4397 -0.179
H 1.8032 1.2523 -0.3104 0.326
H 1.0798 2.2848 -1.5199 0.359
H 0.8742 2.7290 0.2075 0.326
H -1.2155 1.6049 -0.6527 0.548
H -0.4380 0.6037 0.5956 0.202
H -1.1586 -0.5804 -1.2560 0.364
H 0.5722 -0.5356 -1.3343 0.377
H -1.3427 -2.2129 1.8972 0.229
H 0.4702 -0.7693 1.8401 0.422
O -0.9951 -1.5098 1.3460 -0.772
H 2.7289 -1.5315 -0.7916 0.199
H 1.7301 -0.5646 0.9269 0.480
O 1.3144 -0.2870 1.7914 -0.620
H -3.5057 -0.9415 -0.2205 0.210
H -1.7604 -1.1304 0.6776 0.383
O -2.6170 -0.5638 -0.1803 -0.794
```

The structure with the least stability is run two.

Run one
Computed, not measured: an isolated molecule of C3H4OS3, with ωB97M-V/def2-TZVPD.

HOMO energy in eV: -8.8
LUMO level in eV: -0.566
HOMO-LUMO gap in eV: 8.26
SMILES: S=C1SCOCS1

```
11
Properties=species:S:1:pos:R:3:mulliken_charge:R:1
C -1.7219 0.0917 -0.0747 0.102
C 0.7216 -1.0062 0.6691 -0.284
C 0.7377 0.9990 -0.6337 -0.454
H 0.3909 -0.8422 1.6783 0.294
H 1.4499 -1.8547 0.6698 0.277
H 1.3716 1.8881 -0.7422 0.307
H 0.4184 0.4706 -1.5282 0.402
O 1.5063 0.0871 0.1629 -0.368
S -3.3660 -0.0405 0.0728 -0.183
S -0.7003 -1.3492 -0.4156 -0.085
S -0.8083 1.5562 0.1415 -0.009
```

Run two
Computed, not measured: an isolated molecule of C3H4OS3, with ωB97M-V/def2-TZVPD.

HOMO energy in eV: -9.0
LUMO level in eV: -0.614
HOMO-LUMO gap in eV: 8.43
SMILES: O=C(S)CSC=S

```
11
Properties=species:S:1:pos:R:3:mulliken_charge:R:1
C -1.5786 0.7536 0.0696 0.623
C -0.1455 0.4409 -0.1182 -0.658
C 2.0241 -1.2103 0.6988 -0.177
H -3.3403 1.8951 -0.6138 0.159
H 0.4269 1.4514 -0.3940 0.358
H 0.0271 -0.2915 -0.8966 0.359
H 2.5229 -1.6685 1.6089 0.265
O -2.2530 0.6699 1.1067 -0.535
S -2.2673 1.6405 -1.3151 -0.214
S 0.5901 -0.4876 1.3490 0.029
S 2.7139 -1.5687 -0.8126 -0.210
```

The structure with the least stability is run two.

Run one
Computed, not measured: a structure of composition C3H4NO2S, with ωB97M-V/def2-TZVPD.

HOMO energy in eV: -3.7
Charge: -1
LUMO level in eV: 3.920
HOMO-LUMO gap in eV: 7.60

```
11
Properties=species:S:1:pos:R:3:mulliken_charge:R:1
C -0.3803 0.1104 1.1651 -0.076
C -1.0352 -0.4147 -1.1531 -0.641
C -0.0718 0.3945 -0.2625 -0.452
N -1.5694 -0.1172 1.5232 -0.512
O -2.9221 1.7022 -0.2736 -0.735
O -3.3442 -1.3518 -0.1127 -0.586
S -2.3886 -0.2469 -0.0324 0.790
H 0.3838 0.2077 1.8159 0.492
H -0.8433 -1.5818 -1.0780 0.162
H -0.3026 1.4874 -0.5538 0.261
H 1.0250 0.0793 -0.3842 0.297
```

Run two
Computed, not measured: a cluster of 2 separate species, C3H4NO2S in total, with ωB97M-V/def2-TZVPD.

HOMO energy in eV: -4.1
Charge: -1
LUMO level in eV: 3.647
HOMO-LUMO gap in eV: 7.79

```
11
Properties=species:S:1:pos:R:3:mulliken_charge:R:1
C -0.3634 -0.7661 -1.3407 -0.373
C -1.3615 0.3717 1.4227 0.501
C -0.0385 0.7724 0.4268 -0.026
N -0.1634 0.4241 -0.8575 -0.395
O -1.6526 1.2108 2.2631 -0.683
O -1.7257 -0.7859 1.2496 -0.634
S 0.3292 2.5519 0.7218 -0.314
H -0.3908 -0.8478 -2.4499 0.256
H -0.5999 -1.5198 -0.6391 0.301
H 0.8120 -0.1489 1.2174 0.212
H -0.9439 2.6646 1.1784 0.155
```

The structure with the least stability is run one.

Run one
Computed, not measured: a cluster of 2 separate species, C5H16N2O in total, with ωB97M-V/def2-TZVPD.

HOMO energy in eV: -8.1
LUMO level in eV: 0.680
HOMO-LUMO gap in eV: 8.76
SMILES: CCN(C)CCN.O

```
24
Properties=species:S:1:pos:R:3:mulliken_charge:R:1
N -0.6127 -1.7415 -1.5895 -0.629
C 0.2501 -1.6743 -0.4100 -0.631
C 1.2561 -0.4773 -0.2847 -0.726
N 1.1682 0.3695 0.9281 0.020
C 0.1587 1.4158 0.8466 -0.722
C -1.3134 1.1143 1.1379 -1.135
C 1.0054 -0.4112 2.1552 -1.084
H -0.0655 -1.9885 -2.3977 0.264
H -1.0542 -0.8533 -1.8567 0.270
H -0.4197 -1.6471 0.4418 0.385
H 0.8378 -2.5913 -0.3693 0.359
H 2.2980 -0.7924 -0.2765 0.343
H 1.1373 0.1843 -1.1495 0.504
H 0.2269 1.9396 -0.1058 0.507
H 0.3861 2.1997 1.5930 0.294
H -1.6839 0.2427 0.5842 0.273
H -1.9341 1.9752 0.8810 0.380
H -1.5175 0.8876 2.1841 0.398
H 1.3469 0.1555 3.0245 0.289
H -0.0281 -0.6973 2.3404 0.373
H 1.6134 -1.3154 2.1022 0.353
H -0.8892 1.5217 -1.6084 0.266
H -2.0584 1.6266 -2.6593 0.292
O -1.3047 1.1053 -2.3762 -0.644
```

Run two
Computed, not measured: a cluster of 3 separate species, C5H16N2O in total, with ωB97M-V/def2-TZVPD.

HOMO energy in eV: -8.7
LUMO level in eV: -2.231
HOMO-LUMO gap in eV: 6.42

```
24
Properties=species:S:1:pos:R:3:mulliken_charge:R:1
C -0.3401 -2.1579 1.2417 -1.130
C -0.0398 -1.1113 0.1111 -0.055
C -1.0055 0.2492 0.4750 -0.413
C -0.2384 1.2362 1.3142 -0.502
C 0.9801 2.0532 0.9138 -0.529
N 0.9752 2.3038 -0.4813 -0.438
N -0.2518 -1.5593 -1.1845 -0.476
H -1.3530 -2.5686 1.2735 0.342
H 0.0366 -1.7450 2.2228 0.328
H 0.3041 -3.1363 0.8924 0.288
H 1.0197 -0.9868 0.4628 0.329
H -2.0147 -0.1090 0.6799 0.486
H -1.1096 0.5091 -0.6299 0.185
H -1.0183 1.9757 1.7592 0.257
H 0.2106 0.7333 2.2811 0.166
H 1.8911 1.4430 1.1640 0.234
H 1.0890 3.0187 1.5214 0.279
H 0.0040 2.5081 -0.8505 0.190
H 1.5361 3.0258 -0.9284 0.220
H -1.2024 -2.0066 -1.2951 -0.207
H -2.1434 -2.0380 -0.9070 0.337
H 1.0209 -0.7049 -4.1018 0.340
H 0.5478 -0.7579 -2.6655 0.413
O 1.1020 -0.1744 -3.2689 -0.642
```

Run three
Computed, not measured: a cluster of 2 separate species, C5H16N2O in total, with ωB97M-V/def2-TZVPD.

HOMO energy in eV: -9.0
LUMO level in eV: 1.060
HOMO-LUMO gap in eV: 10.04
SMILES: CCC[C@@H](N)CN.O

```
24
Properties=species:S:1:pos:R:3:mulliken_charge:R:1
N 0.1757 -1.0869 -2.0956 -0.599
C 0.1041 -0.7811 -0.6886 0.672
C -0.0266 0.7946 -0.4657 -0.484
C -1.3950 1.3073 -0.9903 -0.398
C -2.2952 1.6776 0.1674 -1.250
C 1.3566 -1.3564 -0.0485 -1.280
N 1.1324 -1.7573 1.3705 -0.452
H -0.5187 -0.8084 -2.7681 0.246
H 1.0942 -0.9835 -2.5014 0.170
H -0.7636 -1.2599 -0.2150 0.110
H -0.0651 1.0251 0.6165 0.073
H 0.9462 1.2448 -0.7348 0.433
H -1.7911 0.3740 -1.4387 0.221
H -1.2418 2.0726 -1.7790 0.305
H -2.4287 0.7391 0.7507 0.263
H -1.7694 2.4279 0.7718 0.302
H -3.3014 1.9929 -0.1152 0.388
H 1.6634 -2.1606 -0.7137 0.444
H 2.2108 -0.6708 -0.0738 0.425
H 0.3980 -2.4587 1.3390 0.253
H 1.9791 -2.2517 1.6327 0.220
H 1.3671 0.4997 3.4533 0.308
H 1.3110 0.7434 1.8671 0.331
O 1.8583 0.6764 2.6599 -0.703
```

The structure with the least stability is run two.

Run one
Computed, not measured: a cluster of 2 separate species, C5H16N2O in total, with ωB97M-V/def2-TZVPD.

HOMO energy in eV: -8.2
LUMO level in eV: 0.695
HOMO-LUMO gap in eV: 8.90
SMILES: CNCCCCN.O

```
24
Properties=species:S:1:pos:R:3:mulliken_charge:R:1
C 1.7775 -1.0389 -1.3379 -0.361
C 2.0684 -0.8406 0.1983 -0.830
C 0.9028 -0.2805 1.0452 -0.284
C 0.4595 1.1298 0.6444 -0.759
N -0.7382 1.5443 1.3627 -0.310
C -1.9570 1.0226 0.7132 -0.827
N 3.0521 -0.9881 -2.0332 -0.551
H 1.2716 -2.0156 -1.3793 0.345
H 1.0228 -0.3291 -1.6945 0.214
H 2.6756 -1.6582 0.5750 0.374
H 2.8054 -0.0307 0.1426 0.284
H 0.1033 -1.0199 0.9905 0.246
H 1.1759 -0.2236 2.1096 0.328
H 1.2467 1.8818 0.7181 0.341
H 0.2538 1.0955 -0.4285 0.283
H -0.7320 1.4502 2.3716 0.261
H -2.7926 0.8076 1.3687 0.386
H -2.2752 1.8625 0.0739 0.249
H -1.7534 0.1470 0.1093 0.209
H 3.1957 -0.1112 -2.4989 0.202
H 3.1890 -1.7977 -2.6257 0.203
H -4.1834 -1.0963 0.0991 0.318
H -4.6587 -0.4483 -1.1705 0.309
O -4.5241 -0.2532 -0.2217 -0.631
```

Run two
Computed, not measured: a cluster of 2 separate species, C5H16N2O in total, with ωB97M-V/def2-TZVPD.

HOMO energy in eV: -9.1
LUMO level in eV: 0.944
HOMO-LUMO gap in eV: 10.00
SMILES: CNC[C@H](C)NC.O

```
24
Properties=species:S:1:pos:R:3:mulliken_charge:R:1
C 1.2279 -1.0892 -2.2320 -0.929
N 1.1900 -0.1621 -1.1318 -0.301
C 1.6843 -1.5672 0.9616 -1.386
C 0.6606 -0.7999 0.1332 0.343
C 0.1285 0.4011 0.9974 -1.110
N -0.6500 1.3046 0.0478 -0.337
C -0.8416 2.6163 0.7946 -0.833
H 0.5340 -0.7269 -3.0446 0.307
H 2.3008 -1.1435 -2.7451 0.235
H 0.8380 -2.1018 -2.1398 0.318
H 2.1873 0.1889 -0.8536 0.272
H 2.4564 -0.8616 1.2238 0.389
H 2.1555 -2.3749 0.3704 0.341
H 1.0856 -1.9689 1.7797 0.372
H -0.3022 -1.4087 -0.1016 0.252
H 1.0087 0.9708 1.4346 0.481
H -0.4602 0.0698 1.8780 0.328
H 0.0653 1.4261 -0.6751 0.339
H 0.0965 2.8939 1.3044 0.326
H -1.7362 2.5274 1.4446 0.255
H -1.0562 3.4376 0.0726 0.321
H -2.2271 -0.6379 -0.1148 0.363
H -3.3262 0.2242 0.5704 0.329
O -3.0699 -0.7347 0.4070 -0.677
```

The structure with the least stability is run two.

Run one
Computed, not measured: a cluster of 2 separate species, C5H16N2O in total, with ωB97M-V/def2-TZVPD.

HOMO energy in eV: -8.7
LUMO level in eV: 0.668
HOMO-LUMO gap in eV: 9.36
SMILES: CC(C)NCCN.O

```
24
Properties=species:S:1:pos:R:3:mulliken_charge:R:1
N -1.9083 -0.9554 2.1573 -0.594
C -0.9575 -1.8953 1.5708 -0.708
C 0.0802 -1.3682 0.6099 -0.674
N -0.4925 -0.6285 -0.5229 -0.362
C 1.8382 -0.0635 -1.3240 -1.228
C 0.3981 -0.4395 -1.6987 0.370
C -0.2431 0.6482 -2.5451 -1.508
H -1.5469 -0.0116 2.1291 0.219
H -2.7834 -0.9220 1.6395 0.280
H -0.3575 -2.2935 2.4057 0.304
H -1.4632 -2.7771 1.1875 0.372
H 0.6330 -2.2291 0.2245 0.432
H 0.7837 -0.7383 1.1473 0.337
H -0.7365 0.2938 -0.1753 0.307
H 2.5142 -0.0693 -2.1752 0.379
H 1.8316 0.8835 -0.7738 0.272
H 2.1521 -0.7607 -0.5446 0.349
H 0.4097 -1.4089 -2.2007 0.308
H 0.1523 0.7264 -3.5497 0.402
H -1.3187 0.4856 -2.6309 0.388
H -0.0475 1.5962 -2.0628 0.354
H 0.8115 4.3968 1.9264 0.311
H 0.0818 3.8369 3.0832 0.316
O 0.1687 3.6935 2.1224 -0.625
```

Run two
Computed, not measured: a cluster of 2 separate species, C5H16N2O in total, with ωB97M-V/def2-TZVPD.

HOMO energy in eV: -7.6
LUMO level in eV: 0.645
HOMO-LUMO gap in eV: 8.24
SMILES: CNC[C@H](C)NC.O

```
24
Properties=species:S:1:pos:R:3:mulliken_charge:R:1
C -0.5852 1.5490 -2.0953 -0.857
N -0.0374 1.5886 -0.7560 -0.425
C 1.6119 -0.2831 -0.9584 -1.567
C 0.4242 0.3199 -0.2241 0.551
C 0.5401 0.2726 1.3277 -0.738
N -0.5864 -0.4180 1.8954 -0.214
C -1.4325 0.0899 2.9700 -0.915
H -1.1720 0.6432 -2.2448 0.295
H -1.3287 2.3265 -2.2396 0.323
H 0.1550 1.7718 -2.8697 0.306
H 0.7694 2.1856 -0.7466 0.296
H 2.5452 0.2738 -0.7539 0.452
H 1.5520 -0.1562 -2.0425 0.350
H 1.8254 -1.3110 -0.6850 0.341
H -0.3701 -0.4090 -0.3746 0.085
H 0.5220 1.3171 1.6480 0.398
H 1.4841 -0.1516 1.6831 0.219
H -0.9454 -1.1920 1.4198 0.211
H -1.8296 -0.7850 3.4721 0.336
H -2.1603 0.7905 2.5457 0.276
H -0.8157 0.7182 3.6117 0.268
H 0.3359 -3.5469 -1.0741 0.291
H -0.3681 -2.8548 -2.2174 0.289
O -0.1338 -2.7391 -1.2914 -0.572
```

The structure with the least stability is run two.